This record from OMol25 describes the ion C6H8ClN2 with charge +1. The level of theory is the ωB97M-V functional and the def2-TZVPD basis.

Results
Net charge: +1
2S+1: 1
HOMO-LUMO gap, hartree: 0.31309

The geometry in XYZ format:
```
17
C6H8ClN2 | OMol25 | the ωB97M-V functional and the def2-TZVPD basis
C -0.764 -2.450 2.755
C -0.569 -1.423 1.759
C 0.486 -0.676 1.444
N 0.623 0.172 0.321
C 1.451 0.828 -0.192
Cl 3.160 1.011 0.128
C 0.903 1.471 -1.585
N 0.160 1.956 -2.325
C -0.627 2.297 -3.380
H -1.612 -3.080 2.380
H 0.017 -3.168 2.931
H -1.042 -1.959 3.698
H -1.364 -1.516 1.022
H 1.384 -0.781 2.169
H -0.070 1.784 -4.325
H -1.635 2.090 -3.297
H -0.502 3.444 -3.505
```


This record from OMol25 describes the ion C6H8ClN2O3 with charge +1. The level of theory is the ωB97M-V functional and the def2-TZVPD basis.

Results
Net charge: +1
2S+1: 1
HOMO-LUMO gap (alpha / beta), hartree: 0.29685 / 0.29689

The geometry in XYZ format:
```
20
C6H8ClN2O3 | OMol25 | the ωB97M-V functional and the def2-TZVPD basis
N -0.552 -1.791 1.424
C 0.301 -1.283 0.534
O 1.554 -1.463 0.611
C 2.618 -1.220 -0.554
O 3.094 -2.281 -0.740
C 2.749 0.143 -0.782
N 1.893 1.123 -0.306
C 0.623 1.034 -0.026
O 0.047 2.121 0.407
C -0.122 -0.214 -0.472
C -1.622 -0.009 -0.674
Cl -2.574 -1.598 -0.732
H -1.572 -1.863 1.237
H -0.206 -2.650 1.981
H 3.636 0.465 -1.190
H 2.236 2.112 -0.219
H -0.792 1.996 0.827
H 0.168 -0.397 -1.552
H -1.828 0.305 -1.688
H -2.136 0.747 -0.004
```


This record from OMol25 describes the molecule C6H8ClN2O4P. The level of theory is the ωB97M-V functional and the def2-TZVPD basis.

Results
2S+1: 1
HOMO-LUMO gap (alpha / beta), hartree: 0.28933 / 0.28929

The geometry in XYZ format:
```
22
C6H8ClN2O4P | OMol25 | the ωB97M-V functional and the def2-TZVPD basis
C 2.491 1.386 0.299
C 1.313 0.774 0.359
C 0.107 1.125 1.107
N -0.520 2.424 0.688
O -0.192 3.007 -0.364
O -1.441 2.915 1.339
C -0.820 -0.057 0.792
P 0.348 -1.213 -0.002
C 0.296 -0.415 -1.542
N 0.297 0.252 -2.557
O 0.512 1.415 -3.112
O -0.936 -2.374 -0.435
C -1.350 -3.541 0.102
Cl -0.655 -4.064 1.730
H 2.635 2.067 1.041
H 3.285 1.103 -0.285
H 0.348 1.196 2.108
H -1.290 -0.413 1.673
H -1.527 0.166 -0.007
H 0.558 2.177 -2.426
H -1.023 -4.377 -0.755
H -2.437 -3.554 0.245
```


This record from OMol25 describes the molecule C6H8F3N3. The level of theory is the ωB97M-V functional and the def2-TZVPD basis.

Results
2S+1: 1
HOMO-LUMO gap, hartree: 0.33688

The geometry in XYZ format:
```
20
C6H8F3N3 | OMol25 | the ωB97M-V functional and the def2-TZVPD basis
H -0.313 0.249 1.626
N -0.147 1.248 1.777
C -0.056 2.082 0.837
C -0.200 2.046 -0.663
C -0.816 0.748 -1.174
C 0.167 -0.414 -1.040
N 1.240 -0.230 -1.634
H 1.981 -0.990 -1.610
C -0.257 -1.457 0.051
N -1.499 -1.603 0.277
H -1.702 -2.141 1.004
C 0.851 -2.120 0.873
F 1.836 -1.157 1.222
F 0.290 -2.716 1.964
F 1.415 -3.036 0.161
H 0.114 3.097 1.246
H -0.988 2.782 -0.802
H 0.775 2.150 -1.085
H -0.906 0.932 -2.286
H -1.783 0.528 -0.745
```


Number 1: F_max 6.3 eV Å⁻¹. Number 2: F_max 2.6 eV Å⁻¹. Number 3: F_max 4.5 eV Å⁻¹. Number 4: F_max 5.6 eV Å⁻¹.